Here is a 5-piece molecular cluster, C7H21N5O8P overall from OMol25. Energies are from ωB97M-V with the def2-TZVPD basis set.

Each line ends with the Mulliken charge.
Atoms and positions in Å:
C -0.845 0.033 -0.964  -0.60
P 0.462 -0.416 0.280  0.51
C -0.471 -0.540 1.879  -1.35
C 1.684 0.852 0.360  -0.62
N 1.566 1.882 1.434  -0.36
H -0.794 1.084 -1.260  0.38
H -0.649 -0.566 -1.852  0.31
H -1.855 -0.208 -0.620  -0.28
H -1.412 -1.076 1.760  0.28
H -0.659 0.418 2.378  0.28
H 0.171 -1.119 2.543  0.38
H 2.604 0.313 0.557  -0.18
H 1.102 2.726 1.133  0.22
H 1.153 1.552 2.300  0.13
C -4.128 -1.469 -2.061  -0.39
N -4.371 -2.303 -0.850  0.95
O -4.077 -1.850 0.232  -0.51
O -4.875 -3.396 -1.035  -0.60
H -3.682 -0.529 -1.766  0.04
H -3.472 -2.032 -2.717  0.27
H -5.097 -1.322 -2.529  0.30
C -3.061 2.633 0.696  -0.50
N -3.631 2.737 -0.673  0.91
O -3.669 3.825 -1.207  -0.58
O -4.010 1.700 -1.177  -0.54
H -2.758 3.620 1.022  0.30
H -3.826 2.214 1.341  0.26
H -2.212 1.953 0.634  0.07
C 2.974 -2.985 -2.231  -0.77
N 1.555 -2.654 -2.521  0.81
O 1.329 -1.796 -3.353  -0.52
O 0.724 -3.251 -1.879  -0.44
H 3.602 -2.374 -2.867  0.30
H 3.128 -2.757 -1.179  0.30
H 3.105 -4.045 -2.423  0.29
C 5.079 1.887 2.634  -0.82
N 4.708 0.568 2.057  0.92
O 4.164 -0.238 2.784  -0.53
O 4.974 0.401 0.888  -0.50
H 4.780 1.896 3.675  0.28
H 6.153 2.001 2.518  0.29
H 4.536 2.631 2.059  0.31

Calculated values
E_HOMO = -2.12 eV
Net charge = -1

=====

Here is C7H21NO3P2Pr as an isolated structure from OMol25. Energies are from ωB97M-V with the def2-TZVPD basis set.

Each line ends with the Mulliken spin population.
Atoms and positions in Å:
Pr 0.061 -0.264 -0.461  2.03
H -0.256 -1.858 -2.412  0.00
H -0.383 -1.183 -2.772  0.00
P 0.578 -2.504 1.228  0.00
P -0.340 2.422 -1.393  0.00
C -1.928 3.271 -1.138  0.00
H -1.970 4.322 -1.451  0.00
H -2.688 2.704 -1.679  0.00
H -2.192 3.196 -0.081  0.00
C 0.935 3.557 -0.617  0.00
H 1.928 3.082 -0.775  0.00
H 0.935 4.590 -1.037  0.00
H 0.744 3.589 0.479  0.00
C 0.069 2.464 -3.185  0.00
H -0.688 1.848 -3.687  0.00
H 0.120 3.463 -3.650  0.00
H 1.034 1.952 -3.307  0.00
C 1.882 -2.066 2.499  0.00
H 2.251 -2.945 3.078  0.00
H 2.726 -1.583 1.958  0.00
H 1.449 -1.304 3.186  0.00
C -0.720 -3.347 2.151  0.00
H -1.458 -3.696 1.432  0.00
H -0.407 -4.185 2.777  0.00
H -1.232 -2.618 2.775  0.00
C 1.450 -3.748 0.178  0.00
H 2.247 -3.220 -0.370  0.00
H 1.879 -4.610 0.720  0.00
H 0.721 -4.091 -0.572  0.00
C -2.521 -0.319 0.307  0.00
O -3.647 -0.490 0.413  0.00
H 1.934 0.079 -0.395  -0.03
O -1.894 1.269 1.743  0.00
N -0.822 1.279 2.405  0.00
O 0.202 0.943 1.651  0.00

Calculated values
⟨S²⟩ = 2.0028
Spin multiplicity = 3
E_HOMO (spin up / spin down) = -12.27 / -12.37 eV
Net charge = +1

=====

Here is C7H22ClEuI2N2P2S as an isolated structure from OMol25. Energies are from ωB97M-V with the def2-TZVPD basis set.

Each line ends with the Mulliken spin population.
Atoms and positions in Å:
I 0.010 2.025 0.358  0.00
I 0.002 -0.097 2.045  0.27
Eu 0.006 -1.596 -3.229  5.03
P -1.916 0.001 -1.476  0.00
C -2.962 0.153 0.024  0.00
C -2.743 1.340 -2.433  0.00
H -3.834 1.209 -2.382  0.00
H -3.870 -1.226 -2.221  0.00
H -2.400 1.300 -3.475  0.00
H -2.528 -1.622 -3.326  0.00
H -2.809 1.130 0.499  0.00
H -2.469 2.306 -1.991  0.00
C -2.795 -1.444 -2.261  0.00
H -4.017 0.040 -0.263  0.00
H -2.583 -2.346 -1.669  0.00
H -2.671 -0.624 0.741  0.00
P 1.928 0.016 -1.465  0.00
C 2.975 0.173 0.029  0.00
C 2.805 -1.423 -2.242  0.00
H 2.403 1.316 -3.460  0.00
H 3.836 1.229 -2.372  0.00
H 2.471 2.323 -1.981  0.00
C 2.746 1.355 -2.420  0.00
H 2.541 -1.611 -3.302  0.00
H 3.876 -1.205 -2.206  0.00
H 4.029 0.062 -0.263  0.00
H 2.694 -0.605 0.747  0.00
H 2.601 -2.323 -1.651  0.00
H 2.828 1.148 0.509  0.00
Cl -0.091 -0.355 -5.410  -0.02
N 0.007 0.475 6.842  0.02
C -0.036 0.258 5.510  -0.03
N 0.000 -1.036 5.144  0.00
S -0.136 1.560 4.407  0.72
H 0.072 -0.301 7.490  0.00
H -0.007 1.417 7.209  0.00
H -0.008 -1.224 4.133  0.00
H 0.043 -1.798 5.808  0.00

Calculated values
⟨S²⟩ = 12.0200
Spin multiplicity = 7
E_HOMO (spin up / spin down) = -14.00 / -12.75 eV
Net charge = +2

=====

Here is C7H22N3O5OsPSSe2Te2 as an isolated structure from OMol25. Energies are from ωB97M-V with the def2-TZVPD basis set.

Each line ends with the Mulliken charge.
Atoms and positions in Å:
Os -1.112 0.819 0.547  2.28
Se -0.413 2.070 2.709  -0.51
Te -1.210 4.392 2.115  -0.15
Te -2.200 3.453 -0.266  -0.16
Se -3.451 1.565 0.702  -0.41
C 1.172 -1.273 2.978  -1.41
C -0.017 -1.573 2.065  1.50
C 0.259 -2.811 1.206  -1.54
C -1.307 -1.740 2.862  -1.57
N -0.156 -0.462 1.142  -0.96
H 1.335 -2.112 3.657  0.44
H 0.987 -0.380 3.576  0.29
H 2.081 -1.123 2.392  0.30
H 0.364 -3.680 1.857  0.47
H 1.183 -2.691 0.638  0.34
H -0.564 -2.984 0.513  0.33
H -1.206 -2.572 3.562  0.44
H -2.137 -1.940 2.185  0.28
H -1.528 -0.831 3.424  0.30
N 0.664 0.018 -2.864  -0.10
C 1.736 -0.175 -1.842  0.30
P 2.563 1.478 -1.686  1.10
O 3.938 1.445 -2.224  -0.79
O 1.475 2.407 -2.170  -0.86
C 2.597 1.801 0.144  -0.15
N 1.814 3.051 0.362  -0.06
H 1.031 -0.079 -3.807  0.36
H 0.372 1.009 -2.749  0.41
H -0.156 -0.608 -2.703  0.07
H 2.417 -0.965 -2.147  0.48
H 1.232 -0.446 -0.914  -0.75
H 3.606 1.919 0.531  0.41
H 2.060 1.033 0.702  -0.24
H 0.838 2.843 0.089  -0.10
H 2.128 3.809 -0.244  0.36
H 1.781 3.334 1.344  0.38
C -3.452 -0.880 -2.803  -1.12
S -2.160 -1.161 -1.638  1.22
O -1.625 0.242 -1.376  -0.79
O -1.111 -1.915 -2.327  -0.81
O -2.718 -1.793 -0.480  -0.58
H -3.024 -0.467 -3.712  0.33
H -4.158 -0.186 -2.351  0.30
H -3.928 -1.838 -2.999  0.39

Calculated values
Energy relative to the best compared isomer or geometry (same formula, charge and spin) = 11.6 kcal per mole
E_HOMO = -7.27 eV
Net charge = 0

=====

Here is a 2-piece molecular cluster, C7H22N3Si overall from OMol25. Energies are from ωB97M-V with the def2-TZVPD basis set.

Each line ends with the Mulliken charge.
Atoms and positions in Å:
C 1.194 2.515 0.580  -0.86
C 3.426 1.472 -0.145  -0.99
C 3.056 -1.581 -0.774  -0.96
C 0.951 -2.227 0.220  -0.70
C -2.231 0.124 -1.255  -0.78
C -3.956 -1.246 -0.281  -1.07
C 1.242 0.152 0.044  -0.05
N 1.956 1.287 0.027  0.04
N 1.734 -1.072 -0.300  0.15
N -2.556 -0.733 -0.126  -0.11
Si -2.188 0.047 1.595  0.28
H 1.230 2.398 1.615  0.34
H 1.761 3.393 0.175  0.38
H 0.219 2.403 0.188  0.20
H 3.701 1.265 -1.190  0.32
H 3.680 2.582 0.068  0.34
H 4.013 0.838 0.617  0.31
H 3.548 -0.820 -1.418  0.31
H 3.600 -2.195 -0.018  0.33
H 2.829 -2.303 -1.596  0.36
H 1.627 -2.736 0.980  0.34
H 0.007 -1.879 0.809  -0.16
H 0.739 -2.728 -0.718  0.38
H -2.663 -0.302 -2.220  0.35
H -2.826 1.121 -1.184  0.37
H -1.164 0.407 -1.260  0.22
H -4.652 -0.440 -0.446  0.38
H -3.925 -1.831 -1.227  0.44
H -4.307 -1.880 0.451  0.40
H -2.140 -1.631 -0.038  0.44
H -1.134 0.947 1.161  0.10
H -3.493 0.531 2.019  -0.07
H -1.797 -1.044 2.414  -0.03

Calculated values
Energy relative to the best compared isomer or geometry (same formula, charge and spin) = 96.5 kcal per mole
E_HOMO = -10.76 eV
Net charge = +1

=====

Here is a 6-piece molecular cluster, C7H22O6 overall from OMol25. Energies are from ωB97M-V with the def2-TZVPD basis set.

Each line ends with the Mulliken charge.
Atoms and positions in Å:
C 0.405 2.442 -1.912  -1.34
C 1.021 1.075 -2.003  -0.17
C 0.788 0.130 -1.098  0.75
C 1.402 -1.241 -1.122  -1.01
C 0.503 -2.330 -0.525  -0.76
C 0.425 -2.307 1.019  -0.55
C -0.836 -1.687 1.574  -0.04
O -0.820 -0.713 2.307  -0.64
H 1.140 3.195 -1.603  0.36
H 0.084 2.796 -2.898  0.38
H -0.439 2.469 -1.225  0.29
H 1.716 0.929 -2.824  0.37
H 0.092 0.323 -0.287  -0.23
H 1.686 -1.514 -2.142  0.36
H 2.318 -1.191 -0.524  0.35
H -0.509 -2.268 -0.928  0.36
H 0.906 -3.300 -0.828  0.42
H 1.273 -1.734 1.405  0.28
H 0.472 -3.319 1.426  0.36
H -1.784 -2.202 1.384  0.41
O -2.065 -0.023 -2.920  -0.72
H -1.908 0.931 -2.869  0.34
H -1.206 -0.413 -3.064  0.35
O 3.350 0.755 1.135  -0.66
H 2.469 0.980 1.506  0.39
H 3.425 1.356 0.379  0.30
O 0.928 1.375 2.222  -0.70
H 1.059 1.645 3.141  0.28
H 0.342 0.586 2.299  0.42
O -2.153 1.747 1.277  -0.72
H -1.231 2.028 1.279  0.32
H -2.192 1.131 2.024  0.36
O -2.388 -0.602 -0.196  -0.64
H -2.373 -0.418 -1.160  0.34
H -2.419 0.279 0.235  0.38

Calculated values
Energy relative to the best compared isomer or geometry (same formula, charge and spin) = 0.0 kcal per mole
SMILES = C/C=C/CCCC=O.O.O.O.O.O
E_HOMO = -9.44 eV
Net charge = 0

=====

Here is C7H23F3O9Zr as an isolated structure from OMol25. Energies are from ωB97M-V with the def2-TZVPD basis set.

Each line ends with the Mulliken charge.
Atoms and positions in Å:
Zr 0.916 0.992 0.676  2.29
C -0.091 4.057 -0.869  -0.97
O 0.516 2.994 -0.193  -0.70
H 0.492 4.954 -1.079  0.28
H -0.595 3.786 -1.796  0.29
H -0.878 4.457 -0.229  0.27
C 3.113 0.968 3.427  -0.75
O 2.202 1.516 2.477  -0.77
H 2.958 1.443 4.396  0.28
H 2.677 -0.028 3.509  0.18
H 4.182 0.818 3.280  0.28
C 2.741 -2.190 0.245  -0.97
O 2.292 -0.920 0.550  -0.42
H 1.913 -2.846 0.516  0.21
H 3.078 -2.354 -0.778  0.25
H 3.557 -2.496 0.900  0.28
C -2.226 -0.445 -0.569  -0.43
O -1.888 -1.777 -1.084  -0.24
O -1.035 0.160 -0.217  -0.12
C -3.253 0.371 -1.403  0.84
F -2.921 0.435 -2.713  -0.28
F -4.553 -0.028 -1.422  -0.29
F -3.390 1.635 -1.030  -0.27
C -2.898 -2.661 -1.333  -0.17
C -2.089 -3.837 -1.783  -1.34
H -1.448 -3.819 -2.664  0.30
H -1.568 -4.174 -0.887  0.30
H -2.770 -4.560 -2.232  0.42
H -3.400 -2.419 -2.270  0.24
H -3.606 -2.885 -0.535  0.33
H -2.719 -0.616 0.388  0.17
O 0.251 -0.667 2.120  -0.32
H 0.168 -0.702 3.073  0.24
H 0.450 -1.567 1.863  0.19
O 1.076 0.542 -1.788  -0.23
H 1.732 0.837 -2.419  0.22
H 0.487 -0.016 -2.296  0.18
O -0.741 1.847 1.924  -0.46
H -1.070 2.738 2.042  0.26
H -1.504 1.288 2.067  0.26
O 2.983 1.682 -0.370  -0.35
H 3.706 1.074 -0.528  0.25
H 3.150 2.412 -0.966  0.27

Calculated values
Energy relative to the best compared isomer or geometry (same formula, charge and spin) = 4.1 kcal per mole
E_HOMO = -8.24 eV
Net charge = 0